No. 1
C22H25ClNO5Yb | wB97M-V/def2-TZVPD

Properties
- Frontier orbital gap (alpha / beta): 8.16 / 7.54 eV
- E_HOMO (alpha / beta): -8.365 / -8.435 eV
- Multiplicity: 2
- Total charge: 0
- Expectation value of S²: 0.75

Each line ends with the Löwdin charge.
Atoms and positions in Å:
C  -0.27  2.50  -2.55  -0.157
C  -2.80  0.06  -0.98  -0.023
H  -2.15  -1.83  -2.83  0.086
C  1.24  0.77  -3.55  -0.052
C  -1.59  -1.99  -1.90  -0.067
H  -3.58  -3.34  -0.50  0.102
C  2.43  0.39  0.66  -0.134
N  -1.31  1.45  -2.56  0.045
C  -1.53  -2.21  2.91  -0.254
H  4.65  0.57  -3.66  0.099
C  2.78  0.18  2.94  -0.323
H  -3.53  0.02  -1.80  0.113
H  -0.26  2.91  -1.51  0.111
H  2.59  -0.67  -4.40  0.099
H  -1.86  1.25  -3.41  0.156
C  -2.40  -1.47  -0.70  -0.466
C  3.53  2.10  -2.62  -0.090
O  -1.44  0.68  5.94  -0.278
H  2.11  2.26  3.42  0.092
C  2.23  1.48  2.69  -0.188
H  -0.54  3.34  -3.24  0.142
H  -3.25  -1.05  2.06  0.112
Yb  0.59  -0.75  2.89  1.747
O  0.63  1.89  5.55  -0.280
C  -0.53  -2.53  0.87  -0.126
C  -1.83  1.28  -1.28  -0.361
H  2.13  3.50  -1.72  0.114
H  -3.34  0.34  -0.06  0.113
H  2.40  0.18  -0.40  0.091
C  2.07  1.61  1.28  -0.116
H  1.77  2.52  0.74  0.100
H  -0.61  -1.51  -1.96  0.078
C  2.87  -0.51  1.68  -0.247
H  -1.44  -3.08  -1.82  0.086
C  2.26  2.61  -2.34  -0.056
C  -0.44  -2.88  2.26  -0.302
C  2.51  0.26  -3.82  -0.087
H  0.14  -2.87  0.06  0.107
O  0.45  -0.50  5.05  -0.463
H  -4.30  -2.15  -1.59  0.080
H  3.03  -0.23  3.93  0.104
C  -3.75  -2.25  -0.65  -0.051
C  -1.69  -1.75  0.64  -0.213
H  4.41  2.63  -2.27  0.105
H  -4.40  -1.89  0.15  0.080
O  -0.72  1.21  3.67  -0.382
O  -1.55  2.20  -0.47  -0.008
H  0.33  0.25  -3.85  0.097
C  1.11  1.97  -2.82  -0.214
C  -2.29  -1.55  1.92  -0.090
H  3.19  -1.54  1.53  0.091
H  0.33  -3.48  2.75  0.099
C  3.66  0.93  -3.39  -0.099
H  -1.71  -2.18  4.00  0.105
Cl  -0.29  0.87  5.07  0.771

=====

No. 2
C9H14 | wB97M-V/def2-TZVPD

Properties
- Frontier orbital gap: 9.99 eV
- E_HOMO: -9.011 eV
- Total charge: 0
- SMILES: Cc1ccccc1.CC

Each line ends with the Löwdin charge.
Atoms and positions in Å:
H  -2.08  -0.92  2.76  0.096
H  -0.55  2.73  -0.19  0.076
C  -1.17  -0.42  2.50  -0.089
H  -1.86  0.73  0.79  0.110
C  -0.92  -1.12  -3.52  -0.175
C  0.46  -1.46  -3.01  -0.176
H  -0.97  -1.12  -4.61  0.062
H  1.97  -0.31  3.71  0.100
H  0.52  -2.44  -2.55  0.060
H  0.99  2.89  0.35  0.077
C  -0.07  -0.63  3.34  -0.102
H  2.21  1.30  1.79  0.111
H  1.24  -1.49  -3.78  0.061
H  0.87  -0.69  -2.36  0.051
C  0.29  2.09  0.08  -0.062
C  0.17  1.11  1.21  -0.283
C  -1.04  0.42  1.43  -0.053
C  1.26  0.85  2.02  -0.061
H  -0.19  -1.25  4.22  0.100
H  0.64  1.61  -0.83  0.071
H  -1.19  -0.07  -3.33  0.058
H  -1.72  -1.74  -3.12  0.060
C  1.14  -0.03  3.08  -0.092

=====

No. 3
C18H40Cl6N4O4 | wB97M-V/def2-TZVPD

Properties
- Frontier orbital gap: 9.45 eV
- E_HOMO: -9.193 eV
- Total charge: 0
- SMILES: CNC(C)=O.CNC(C)=O.CNC(C)=O.CNC(C)=O.ClCCCl.ClCCCl.ClCCCl

Each line ends with the Löwdin charge.
Atoms and positions in Å:
H  4.63  -16.97  18.90  0.028
C  7.07  -15.97  4.92  -0.098
O  7.03  -15.00  9.48  0.008
C  5.49  -16.33  18.73  -0.750
C  -0.15  -16.71  15.10  -0.590
H  -0.14  -16.95  12.46  0.097
C  6.44  -14.26  10.30  -0.577
H  4.51  -16.18  12.20  0.088
C  5.40  -16.05  11.58  -0.078
N  -0.86  -17.49  14.35  -0.016
H  6.45  -15.83  16.74  0.066
N  7.79  -16.92  5.67  -0.010
H  7.40  -14.94  4.98  0.081
O  7.89  -18.62  4.24  0.013
C  11.75  -7.62  12.96  -0.659
H  4.80  -15.56  16.67  0.069
H  7.12  -16.17  3.85  0.089
H  9.97  -18.35  11.70  0.066
Cl  11.72  -10.44  12.90  0.538
C  10.75  -16.84  13.05  -0.698
H  5.15  -6.56  9.59  0.070
H  11.84  -16.83  12.98  0.057
H  5.13  -16.48  10.62  0.091
C  8.78  -19.17  6.37  -0.001
N  5.60  -8.20  7.70  0.010
H  9.17  -19.98  5.76  0.075
H  -0.91  -15.78  17.11  0.084
H  6.14  -16.67  12.09  0.084
C  11.23  -8.93  12.18  -0.665
H  8.07  -19.65  7.03  0.073
H  5.02  -9.18  5.84  0.076
C  6.76  -12.84  10.36  -0.010
Cl  5.11  -14.86  19.56  0.574
N  5.72  -14.71  11.32  -0.004
C  10.06  -18.21  12.77  -0.713
H  6.56  -8.42  5.91  0.087
H  11.56  -8.95  11.15  0.062
H  -1.28  -17.41  16.87  0.073
H  7.99  -16.46  6.55  0.137
H  12.79  -7.61  13.27  0.056
H  11.56  -6.73  12.36  0.065
O  7.66  -8.15  8.49  0.070
H  9.07  -18.30  13.21  0.060
H  6.10  -12.22  9.76  0.086
C  5.88  -9.03  6.49  -0.047
Cl  5.27  -17.91  16.70  0.549
H  6.51  -6.95  10.56  0.088
H  7.74  -12.62  9.93  0.094
C  6.55  -7.74  8.51  -0.646
H  6.23  -10.04  6.74  0.079
H  -1.62  -17.85  12.58  0.087
H  0.36  -16.84  17.05  0.085
H  6.07  -15.97  5.36  0.089
H  10.44  -16.10  12.31  0.066
C  -0.62  -17.77  13.01  -0.086
H  6.73  -5.81  9.20  0.093
Cl  10.94  -7.46  14.48  0.555
C  6.23  -6.72  9.54  -0.006
O  0.84  -16.10  14.72  0.034
H  6.27  -16.95  19.18  0.076
H  -0.20  -18.76  12.89  0.093
Cl  10.48  -16.19  14.63  0.565
H  9.56  -18.75  7.01  0.067
Cl  10.96  -19.54  13.37  0.595
H  4.66  -8.06  8.05  0.127
H  5.32  -14.00  11.91  0.140
C  -0.58  -16.64  16.53  -0.008
H  10.16  -9.15  12.12  0.049
H  -1.79  -17.75  14.63  0.147
H  6.66  -12.50  11.40  0.082
C  5.52  -16.21  17.17  -0.613
C  8.15  -18.18  5.36  -0.519

=====

No. 4
H8N5O19Zn3 | wB97M-V/def2-TZVPD

Properties
- Frontier orbital gap (alpha / beta): 2.09 / 2.08 eV
- E_HOMO (alpha / beta): -7.751 / -7.751 eV
- Multiplicity: 2
- Total charge: 0
- Expectation value of S²: 0.75

Each line ends with the Löwdin charge.
Atoms and positions in Å:
H  0.78  3.46  2.37  0.043
O  -1.76  -0.07  -2.62  -0.100
O  -4.10  0.00  2.11  -0.097
O  0.64  -1.56  -2.41  -0.081
O  -0.52  2.58  -1.64  -0.077
O  0.37  -3.13  -0.90  -0.044
N  0.44  -2.74  -2.06  -0.627
Zn  -2.62  0.88  3.23  0.855
O  0.12  -3.54  -2.88  0.063
O  0.55  -0.23  1.93  -0.083
O  -0.19  0.16  -0.12  0.029
H  0.17  2.64  1.25  0.005
O  -0.61  4.40  -0.53  -0.015
O  -1.47  0.26  1.55  -0.095
O  -3.26  -0.76  -3.90  0.032
H  -4.05  -0.08  1.16  0.093
Zn  0.16  0.59  -2.03  0.890
O  0.01  2.95  2.15  -0.060
N  -0.35  0.04  1.11  -0.444
O  3.05  -0.87  0.74  -0.101
O  1.82  -2.63  2.79  -0.008
O  -3.21  1.33  -3.21  -0.019
N  -1.10  3.30  -0.86  -0.613
H  2.50  1.57  -1.15  0.081
H  -4.98  -0.29  2.34  0.087
H  2.80  0.09  -1.17  0.007
H  1.50  -3.12  2.04  0.098
O  2.23  0.75  -1.56  -0.010
O  3.99  -2.67  0.42  0.048
O  4.23  -1.08  -0.99  0.087
H  1.56  -3.15  3.55  0.092
N  3.79  -1.52  0.05  -0.610
Zn  2.38  -0.59  2.81  1.189
O  -2.11  2.85  -0.33  -0.006
N  -2.79  0.15  -3.24  -0.613

=====

No. 5
C5H10NO | wB97M-V/def2-TZVPD

Properties
- Frontier orbital gap: 11.10 eV
- E_HOMO: -15.103 eV
- Total charge: +1
- SMILES: O=C[C@H]1CCC[NH2+]1

Each line ends with the Löwdin charge.
Atoms and positions in Å:
H  1.32  -1.53  -0.92  0.140
H  -1.11  -0.86  -1.32  0.146
H  0.23  1.95  -0.85  0.162
H  -0.51  -2.36  0.69  0.134
N  -0.13  1.00  0.85  0.083
C  0.99  -0.49  -0.71  -0.177
C  -0.50  -1.40  1.12  -0.167
C  0.57  -0.41  0.74  -0.196
O  -1.33  -1.13  1.96  0.100
H  -0.81  0.87  1.64  0.175
H  -0.07  0.23  -2.50  0.161
C  -0.58  1.19  -0.55  -0.113
H  1.99  0.17  -0.85  0.182
H  0.45  1.77  1.22  0.191
C  -0.27  -0.09  -1.41  -0.144
H  1.39  -0.44  1.49  0.178
H  -1.63  1.53  -0.58  0.146

=====

No. 6
C3H7ClN | wB97M-V/def2-TZVPD

Properties
- Frontier orbital gap: 8.53 eV
- E_HOMO: -14.747 eV
- Total charge: +1

Each line ends with the Löwdin charge.
Atoms and positions in Å:
C  0.00  -1.79  1.03  0.070
N  0.18  0.03  -1.32  0.192
Cl  1.76  -0.02  2.24  0.710
C  0.82  -0.73  0.95  -0.684
H  -0.68  -0.40  -1.11  0.109
H  -0.65  1.30  0.18  0.027
H  0.31  0.68  -2.05  0.143
H  -0.24  -2.28  1.99  0.115
C  1.12  0.08  -0.41  -0.020
H  -1.26  1.75  0.39  0.109
H  2.10  0.50  -0.73  0.169
H  -0.60  -2.00  0.19  0.059

=====

No. 7
C17H27N3O3S | wB97M-V/def2-TZVPD

Properties
- Frontier orbital gap: 8.81 eV
- E_HOMO: -8.335 eV
- Total charge: 0
- SMILES: CC(C)CCc1c(O)nc(SCC(=O)N2CCCCCC2)[nH]c1=O

Each line ends with the Löwdin charge.
Atoms and positions in Å:
H  2.94  0.20  -2.36  0.122
H  6.32  -0.71  -1.03  0.108
H  -2.07  3.52  -0.55  0.155
H  2.14  -1.27  -1.78  0.126
C  -5.98  -0.31  0.19  -0.073
C  4.09  -0.13  1.57  -0.168
N  2.57  0.20  -0.35  -0.076
C  2.75  -0.49  0.91  -0.167
C  -4.82  -1.08  0.82  -0.419
H  5.18  0.62  -0.84  0.119
C  -3.38  -0.80  -1.34  -0.124
H  -6.68  0.00  0.96  0.076
H  -4.69  0.08  2.64  0.077
O  2.08  2.02  -1.58  0.034
H  -2.86  -1.43  -2.07  0.122
N  -0.30  0.89  0.05  0.133
H  1.73  1.72  1.67  0.067
S  0.48  3.37  0.48  1.024
C  -0.65  2.14  -0.03  -0.613
H  -3.16  -0.67  2.17  0.078
C  5.29  -0.74  0.84  -0.204
H  5.28  -1.82  0.98  0.112
C  -2.43  0.25  -0.87  -0.096
N  -1.84  2.54  -0.49  0.154
O  -0.73  -1.30  -0.33  0.107
H  -6.51  -0.94  -0.52  0.080
H  4.17  -2.23  -1.00  0.105
C  -3.91  -1.72  -0.24  -0.170
C  1.92  2.30  0.77  -0.353
C  4.28  -1.24  -1.45  -0.172
C  -4.06  -0.17  1.79  -0.067
H  6.20  -0.35  1.30  0.109
O  -3.89  2.08  -1.34  0.063
H  4.64  -1.39  -2.47  0.111
H  4.19  0.96  1.59  0.108
C  -1.18  -0.04  -0.39  -0.300
C  -2.83  1.64  -0.94  -0.427
H  -5.63  0.58  -0.32  0.062
H  4.08  -0.48  2.60  0.114
H  0.18  -1.27  0.00  0.097
C  2.92  -0.54  -1.55  -0.140
H  2.75  2.99  0.94  0.092
C  5.32  -0.45  -0.66  -0.191
H  -4.21  -0.30  -1.85  0.111
H  -5.23  -1.91  1.41  0.129
H  -4.48  -2.52  -0.72  0.113
H  1.93  -0.25  1.59  0.110
H  2.72  -1.56  0.71  0.130
H  -3.06  -2.19  0.27  0.104
C  2.19  1.49  -0.49  -0.555
H  -3.76  0.75  1.30  0.065

=====

No. 8
C6H9N | wB97M-V/def2-TZVPD

Properties
- Frontier orbital gap: 9.61 eV
- E_HOMO: -8.608 eV
- Total charge: 0
- SMILES: C#CC[C@]1(C)CN1

Each line ends with the Löwdin charge.
Atoms and positions in Å:
C  0.23  -1.28  0.88  -0.070
C  0.01  -0.86  -2.86  0.122
H  -0.10  -2.02  0.14  0.079
H  0.69  1.64  -1.05  0.127
C  0.08  0.08  0.33  -0.313
C  0.84  0.58  -0.83  -0.205
C  0.51  -0.19  -2.00  -0.147
H  -1.38  1.94  0.23  0.079
H  -2.05  0.74  1.47  0.087
H  -0.13  0.88  2.54  0.059
H  1.90  0.44  -0.59  0.128
C  -1.20  1.10  0.89  -0.128
H  -0.32  -1.45  -3.68  0.025
H  1.28  -1.48  1.13  0.088
N  0.06  1.26  1.62  -0.013
H  -0.41  -1.39  1.76  0.082

=====

No. 9
C27H63BrI2InN4S | wB97M-V/def2-TZVPD

Properties
- Frontier orbital gap: 7.05 eV
- E_HOMO: -4.827 eV
- Total charge: -1

Each line ends with the Löwdin charge.
Atoms and positions in Å:
H  2.47  1.60  -1.29  0.054
H  -3.44  2.04  2.28  0.027
H  3.27  0.95  6.51  0.068
C  -6.40  0.55  -0.24  -0.334
H  -1.11  -2.66  1.13  0.037
H  1.25  -0.99  -3.95  0.038
N  -4.17  2.58  -2.09  -0.182
H  -4.11  4.75  1.02  0.097
C  2.99  0.70  -1.61  -0.088
H  -6.51  -0.20  0.55  -0.013
I  -1.07  0.54  -1.79  0.827
H  2.13  -2.33  -8.12  0.098
In  -4.33  1.43  -0.29  0.537
H  0.66  -0.17  -8.79  0.078
H  0.35  -2.29  3.59  0.100
C  0.98  -0.33  -6.66  -0.272
C  3.33  -2.29  -6.34  -0.085
C  4.91  -0.47  0.51  -0.278
H  -1.11  -3.21  6.86  0.070
H  3.08  -1.39  -1.15  0.111
H  3.35  -0.93  4.82  0.100
C  1.36  0.19  -8.04  -0.094
H  0.00  -3.93  5.69  0.078
C  2.62  -0.91  5.63  -0.252
H  -7.94  2.65  1.85  0.039
H  -0.58  -0.24  2.89  0.070
H  1.71  -0.58  -0.46  0.066
H  1.76  -2.68  -3.93  0.057
C  -0.50  -3.01  5.98  -0.090
H  2.37  -0.11  -8.32  0.061
H  1.56  0.64  6.76  0.065
H  0.01  0.11  -6.38  0.121
H  -1.17  -2.71  5.17  0.064
H  -1.61  3.06  0.37  0.041
C  0.52  -1.93  6.30  -0.279
H  -0.36  -1.74  -0.18  0.005
H  4.05  0.94  -1.74  0.066
H  1.73  -1.30  3.22  0.095
H  -0.27  5.04  1.33  -0.176
H  -5.08  2.62  -2.53  -0.099
C  -7.98  1.62  1.49  -0.163
H  -2.64  4.01  -0.75  0.030
H  3.09  2.52  2.39  0.069
H  -1.51  -3.08  -0.53  0.077
H  0.22  -2.21  -3.24  0.045
H  2.15  1.18  5.18  0.051
H  3.26  0.18  2.60  0.081
H  -3.57  2.09  -2.75  -0.108
H  1.33  1.28  -8.04  0.071
H  -7.28  1.05  2.11  0.065
H  1.86  0.42  1.61  0.108
N  3.47  -0.43  0.63  -0.188
C  1.99  -2.53  -7.05  -0.252
H  4.39  2.13  1.27  0.066
N  1.48  -1.71  5.23  -0.195
H  4.14  -2.71  -6.94  0.068
S  -1.11  5.42  0.34  0.642
H  0.53  0.75  3.83  0.053
H  -0.02  -3.31  -5.51  0.111
H  2.59  0.43  -2.59  0.050
C  -3.35  4.01  1.31  -0.375
H  -0.02  -1.01  6.58  0.101
H  -8.44  1.20  -0.58  0.065
N  0.84  -1.77  -6.61  -0.201
H  -5.01  2.80  1.98  0.018
H  3.37  -2.76  -5.36  0.053
C  2.37  0.55  6.04  -0.083
Br  -7.19  3.38  -0.63  0.643
H  6.69  -0.90  1.66  0.069
H  5.33  0.45  0.08  0.101
I  -3.96  -1.92  1.56  0.804
C  -2.22  3.96  0.26  -0.600
H  -0.75  -0.16  4.64  0.070
H  3.10  -1.42  6.47  0.107
C  -4.00  2.64  1.55  -0.277
H  -2.90  4.38  2.25  0.080
C  -2.45  -1.25  0.20  -0.917
C  2.78  -0.47  -0.65  -0.251
C  0.91  -1.41  3.93  -0.238
C  -0.02  -0.19  3.83  -0.068
H  -0.79  -1.76  -5.34  0.111
C  2.95  0.51  1.61  -0.252
C  5.62  -0.75  1.83  -0.093
H  2.77  2.48  0.66  0.060
H  5.16  -1.28  -0.18  0.116
C  -1.29  -2.23  0.14  -0.232
H  1.71  0.05  -5.92  0.101
C  -7.56  1.53  -0.01  -0.788
H  1.08  -2.24  7.19  0.114
H  5.51  0.07  2.54  0.063
H  -8.99  1.21  1.64  0.066
H  -6.56  0.01  -1.19  0.032
H  1.74  -3.59  -6.99  0.112
C  3.32  1.99  1.46  -0.066
H  5.23  -1.66  2.29  0.077
H  3.54  -1.22  -6.22  0.065
C  0.19  -2.24  -5.39  -0.242
C  -2.65  -0.07  -0.44  -0.746
C  0.90  -2.02  -4.06  -0.105

=====

No. 10
C26H21N7NiO4S | wB97M-V/def2-TZVPD

Properties
- Frontier orbital gap (alpha / beta): 7.12 / 7.12 eV
- E_HOMO (alpha / beta): -7.550 / -7.549 eV
- Total charge: 0

Each line ends with the Löwdin charge.
Atoms and positions in Å:
C  -2.82  1.89  6.33  -0.282
C  3.86  -0.99  1.46  -0.057
C  -0.82  -1.55  4.57  0.019
H  -2.31  5.09  6.13  0.093
O  -2.48  3.16  6.66  -0.077
C  4.50  -1.74  3.66  -0.319
C  -2.95  -0.38  7.08  -0.030
C  -3.59  -2.56  2.27  -0.020
H  -3.49  2.24  4.31  0.105
H  5.29  -2.50  5.38  0.091
H  4.54  -0.21  5.18  0.113
C  -2.65  0.94  7.33  0.003
H  5.21  -3.60  4.11  0.092
H  -3.67  4.26  5.36  0.095
C  0.34  -0.84  4.43  -0.006
H  -2.29  1.26  8.30  0.120
C  0.15  2.17  -3.28  -0.046
H  3.80  1.59  3.64  0.119
N  0.43  0.71  -1.48  0.040
H  -3.99  -0.10  3.87  0.120
O  -1.44  -0.73  -0.04  -0.121
C  1.25  2.88  -2.79  -0.099
H  -0.37  2.48  -4.17  0.100
C  -2.63  4.16  5.67  -0.078
C  -0.27  1.09  -2.53  -0.079
N  -3.62  -2.82  4.63  0.071
S  3.20  1.61  0.88  0.610
C  -1.24  -1.16  2.24  -0.126
N  -3.69  -2.18  5.70  0.064
N  4.84  -2.76  4.52  0.105
H  -3.68  -2.20  0.13  0.116
C  4.34  -0.43  4.13  -0.030
N  1.91  2.56  -1.69  0.160
C  -3.32  1.51  5.09  -0.002
H  1.57  0.31  3.05  0.089
O  2.70  2.67  1.72  -0.305
C  -3.38  -0.79  5.82  -0.296
N  -0.06  -0.48  2.12  0.059
H  -1.06  -2.01  5.51  0.120
Ni  0.20  0.03  0.29  0.619
H  -2.85  -1.13  7.86  0.115
H  3.67  -1.20  0.41  0.118
C  -1.96  -1.30  1.02  -0.333
N  1.97  0.89  0.06  -0.128
C  -1.69  -1.68  3.47  -0.106
H  -1.15  0.50  -2.77  0.126
H  1.58  3.77  -3.30  0.115
H  -4.52  -3.12  2.30  0.116
C  3.69  0.30  1.94  -0.336
C  -2.96  -2.33  3.47  -0.253
O  4.26  1.88  -0.04  -0.284
H  4.37  -3.01  1.93  0.113
C  0.68  -0.28  3.18  -0.058
H  -2.01  3.95  4.80  0.097
C  1.50  1.45  -1.09  -0.447
H  1.02  -0.70  5.26  0.113
C  3.94  0.58  3.28  -0.082
C  4.25  -2.00  2.31  -0.021
C  -3.13  -2.04  1.05  0.008
C  -3.59  0.17  4.84  -0.018